(1)
This record from the Open Molecules 2025 dataset describes the molecule C4H11OP in a non-equilibrium geometry. The level of theory is the ωB97M-V functional and the def2-TZVPD basis.

Properties
Kohn-Sham gap (alpha / beta)	5.563 / 9.100	eV
spin multiplicity	3
highest occupied orbital energy (alpha / beta)	-0.1629 / -0.3808	Eh
relative energy (zero: lowest compared OMol25 entry of this formula, charge and spin)	80.4	kcal/mol

The geometry in XYZ format:
```
17
Properties=species:S:1:pos:R:3:mulliken_spin:R:1
C -2.390 -0.844 0.221 0.000
C -1.233 0.210 0.386 -0.035
C -0.359 0.068 -0.976 0.131
C 3.297 -0.123 0.558 1.121
O 1.041 0.114 -0.714 0.068
P 1.670 -0.718 0.504 0.669
H -3.325 -0.250 0.193 0.002
H -2.314 -1.475 -0.670 0.007
H -2.387 -1.513 1.136 -0.003
H -0.561 0.143 1.288 -0.013
H -1.571 1.205 0.362 -0.001
H -0.549 0.874 -1.751 -0.018
H -0.511 -1.008 -1.368 -0.043
H 3.768 -0.007 -0.513 0.002
H 3.795 -0.599 1.474 -0.069
H 0.814 -1.895 0.288 0.191
H 1.083 -0.337 1.660 -0.008
```

=====

(2)
This record from the Open Molecules 2025 dataset describes a structure of composition C4H11OS2 in a non-equilibrium geometry. The level of theory is the ωB97M-V functional and the def2-TZVPD basis.

Properties
Kohn-Sham gap	5.792	eV
highest occupied orbital energy	-0.0888	Eh
total charge	-1
relative energy (zero: lowest compared OMol25 entry of this formula, charge and spin)	53.1	kcal/mol

The geometry in XYZ format:
```
18
Properties=species:S:1:pos:R:3:nbo_charge:R:1
C 1.521 1.102 1.039 -0.032
O 0.488 0.208 0.973 -0.925
C 2.356 1.114 -0.259 -0.645
H 2.221 0.915 1.877 0.106
H 1.108 2.123 1.141 0.104
H 3.334 1.617 -0.255 0.168
H 1.795 1.622 -1.068 0.193
H 2.501 0.092 -0.641 0.193
C -2.101 -1.193 1.172 -0.642
C -1.568 -1.213 -0.296 -0.517
S -1.022 0.483 -0.691 0.222
S -1.079 0.189 -2.868 -0.375
H -3.062 -0.684 1.201 0.189
H -1.335 -0.693 1.762 0.268
H -2.195 -2.236 1.489 0.184
H -2.417 -1.416 -0.949 0.200
H -0.736 -1.892 -0.473 0.207
H 0.192 -0.137 -3.155 0.102
```

=====

(3)
This record from the Open Molecules 2025 dataset describes a cluster of 2 separate species, C4H11OSi in total in a non-equilibrium geometry. The level of theory is the ωB97M-V functional and the def2-TZVPD basis.

Properties
Kohn-Sham gap	8.769	eV
highest occupied orbital energy	-0.5074	Eh
total charge	+1
relative energy (zero: lowest compared OMol25 entry of this formula, charge and spin)	20.6	kcal/mol

The geometry in XYZ format:
```
17
Properties=species:S:1:pos:R:3:nbo_charge:R:1
C -0.193 0.505 -3.574 0.331
C 1.422 0.330 0.124 -1.255
C 0.378 -0.249 2.913 -1.298
C -1.606 -0.442 0.280 -1.250
O -0.148 0.359 -2.363 -0.572
Si -0.001 -0.220 1.143 2.011
H 0.456 0.105 -4.424 0.136
H -1.080 0.806 -4.204 0.124
H 2.193 -0.524 0.155 0.295
H 1.127 0.423 -0.930 0.309
H 2.052 1.152 0.369 0.299
H 0.924 0.610 3.489 0.330
H -0.556 -0.361 3.497 0.283
H 1.025 -1.151 3.227 0.318
H -2.289 -1.347 0.459 0.316
H -2.331 0.373 0.629 0.314
H -1.373 -0.370 -0.792 0.309
```

=====

(4)
This record from the Open Molecules 2025 dataset describes a structure of composition C4H11PS in a non-equilibrium geometry. The level of theory is the ωB97M-V functional and the def2-TZVPD basis.

Properties
Kohn-Sham gap (alpha / beta)	7.104 / 7.075	eV
highest occupied orbital energy (alpha / beta)	-0.3206 / -0.3214	Eh
relative energy (zero: lowest compared OMol25 entry of this formula, charge and spin)	85.9	kcal/mol

The geometry in XYZ format:
```
17
Properties=species:S:1:pos:R:3:nbo_charge:R:1
C -0.427 0.733 1.469 -0.638
C -0.196 -1.404 0.153 -0.618
C 1.465 0.352 -0.134 -0.659
C -0.008 0.102 0.212 -0.214
P -0.910 0.705 -1.395 0.453
S 0.162 -0.637 -3.618 -0.337
H -0.069 -0.116 2.147 0.220
H -0.063 1.679 1.827 0.232
H -1.516 0.664 1.644 0.218
H -1.145 -1.660 0.495 0.208
H 0.525 -1.822 0.737 0.206
H -0.083 -1.680 -0.834 0.232
H 1.691 -0.061 -1.113 0.239
H 2.032 1.278 -0.074 0.231
H 2.004 -0.413 0.510 0.207
H -1.181 2.041 -0.852 0.013
H -2.280 0.238 -1.176 0.006
```

=====

(5)
This record from the Open Molecules 2025 dataset describes the molecule C4H11PS in a non-equilibrium geometry. The level of theory is the ωB97M-V functional and the def2-TZVPD basis.

Properties
Kohn-Sham gap	9.200	eV
SMILES	CCP(C)(C)=S
highest occupied orbital energy	-0.3109	Eh
relative energy (zero: lowest compared OMol25 entry of this formula, charge and spin)	0.0	kcal/mol

The geometry in XYZ format:
```
17
Properties=species:S:1:pos:R:3:nbo_charge:R:1
C -0.529 2.291 -0.184 -0.597
C 0.811 -1.591 -1.399 -0.972
C 0.630 -1.087 1.468 -0.981
C -0.779 0.808 -0.334 -0.632
P 0.928 -0.199 -0.113 1.230
S 2.651 0.789 -0.094 -0.588
H 0.008 2.611 -1.046 0.223
H -1.352 2.760 0.042 0.205
H 0.133 2.470 0.775 0.209
H 1.027 -1.305 -2.459 0.253
H 1.506 -2.434 -1.084 0.247
H -0.180 -2.124 -1.475 0.236
H 0.692 -0.260 2.259 0.255
H -0.315 -1.617 1.421 0.232
H 1.419 -1.776 1.776 0.253
H -1.030 0.625 -1.309 0.209
H -1.532 0.336 0.238 0.219
```

=====

(6)
This record from the Open Molecules 2025 dataset describes a cluster of 2 separate species, C4H11S in total in a non-equilibrium geometry. The level of theory is the ωB97M-V functional and the def2-TZVPD basis.

Properties
Kohn-Sham gap	5.720	eV
highest occupied orbital energy	-0.0771	Eh
total charge	-1
relative energy (zero: lowest compared OMol25 entry of this formula, charge and spin)	20.9	kcal/mol

The geometry in XYZ format:
```
16
Properties=species:S:1:pos:R:3:nbo_charge:R:1
C 3.746 -2.343 -0.287 -0.736
S 2.314 -1.310 -0.777 -0.751
H 3.438 -3.110 0.426 0.168
H 4.585 -1.803 0.165 0.163
H 4.127 -2.832 -1.188 0.171
C -2.662 1.752 -0.177 -0.604
C -1.247 1.428 0.234 -0.408
C -0.969 -0.065 0.435 -0.626
H -3.315 1.578 0.686 0.189
H -2.770 2.839 -0.338 0.188
H -3.134 1.352 -1.076 0.201
H -0.480 1.754 -0.479 0.204
H -0.973 2.094 1.044 0.189
H 0.100 -0.237 0.294 0.275
H -1.460 -0.622 -0.356 0.195
H -1.299 -0.475 1.393 0.182
```